Record 1
Here is a 2-piece molecular cluster, C4H11NO overall at a distorted geometry from OMol25. Energies are from the ωB97M-V functional and the def2-TZVPD basis.

Each line ends with the Mulliken charge.
Cartesian coordinates (Å):
1 C -0.715 1.255 -0.895  -0.337
2 N 0.314 1.983 -0.391  -0.329
3 C -0.068 3.407 -0.797  -0.652
4 H -1.426 1.548 -1.691  0.224
5 H -0.670 0.294 -0.952  0.366
6 H 0.394 3.626 -1.695  0.305
7 H 0.222 4.101 0.013  0.276
8 H -1.255 3.479 -0.965  0.233
9 C 0.803 -3.103 1.305  -1.005
10 C 0.430 -1.622 0.807  -0.195
11 O -0.699 -1.629 -0.022  -0.513
12 H -0.070 -3.691 1.494  0.307
13 H 1.306 -3.132 2.249  0.328
14 H 1.427 -3.538 0.495  0.235
15 H 0.451 -0.988 1.629  0.344
16 H 1.265 -1.418 0.014  0.216
17 H -0.945 -0.751 -0.200  0.198

Summary:
* SMILES string: C=NC.CCO
* lowest unoccupied orbital energy: 0.395 eV
* E_HOMO: -9.95 eV
* energy relative to the best compared isomer or geometry (same formula, charge and spin): 411.6 kJ/mol

***

Record 2
Here is a 3-piece molecular cluster, C4H11NO overall at a distorted geometry from OMol25. Energies are from the ωB97M-V functional and the def2-TZVPD basis.

Each line ends with the Mulliken charge.
Cartesian coordinates (Å):
1 N -1.478 -0.350 1.052  -0.454
2 C -0.638 -1.294 0.570  -0.003
3 C 2.656 0.360 -0.135  -1.062
4 C 1.360 0.160 0.552  0.194
5 C 0.716 -1.028 0.420  -0.479
6 H -2.205 0.019 0.327  0.269
7 H -1.954 -0.723 1.872  0.282
8 H -1.025 -2.283 0.302  0.376
9 H -0.807 1.350 -1.924  -0.013
10 H 3.251 -0.557 -0.056  0.338
11 H 3.219 1.193 0.297  0.342
12 H 2.571 0.660 -1.186  0.276
13 H 0.771 1.041 0.803  0.411
14 H 1.330 -1.831 0.037  0.274
15 H -0.691 0.713 -2.294  0.008
16 H -3.950 1.492 -0.450  0.204
17 O -3.127 1.077 -0.188  -0.965

Summary:
* lowest unoccupied orbital energy: -2.387 eV
* E_HOMO: -7.30 eV
* energy relative to the best compared isomer or geometry (same formula, charge and spin): 611.6 kJ/mol